This record from the Open Molecules 2025 dataset describes 4 unconnected molecules or ions with the total composition H7O4. The level of theory is wB97M-V/def2-TZVPD.

## Properties
Charge = -1
Orbital gap = 8.821 eV
Highest occupied orbital energy = -4.365 eV
Multiplicity = 1
LUMO = 4.46 eV

The geometry in XYZ format:
```
11
Properties=species:S:1:pos:R:3:forces:R:3
H -0.808519 1.989122 0.157977 -0.516 0.471 0.402
O -2.140487 -1.943603 -0.910670 -0.084 -0.269 0.555
H 0.471038 -0.992760 -0.666768 0.094 -0.249 0.101
H -0.082022 0.903406 -0.455701 0.138 -0.550 0.056
O -0.126734 -0.834677 0.072948 0.201 0.497 -0.274
H 2.844892 0.797711 0.525648 0.301 -0.155 -0.249
O -0.061367 1.895707 -0.423640 0.259 -0.238 -0.203
H -2.657048 -2.359489 -0.205178 0.208 0.139 -0.289
O 2.365946 0.984542 1.329324 0.200 0.239 0.271
H 1.471742 1.097596 0.986862 -0.454 -0.076 0.035
H -1.277444 -1.537553 -0.410799 -0.347 0.191 -0.405
```
Positions in Å, forces in eV/Å.

Results of the Löwdin charge analysis, in e, for atoms 1 through 5: 0.01, -0.24, -0.06, -0.02, -0.40